1.
ORCA calculation (ωB97M-V/def2-TZVPD) on a molecular structure, C41H32Br2N4O3S2Se4Zr at a distorted geometry.

Maximum force = 1.8 eV/A
Frontier orbital gap = 5.794 eV
Highest occupied orbital energy = -6.7 eV

Geometry (Å):
Zr (2.50186, -0.05911, -0.89145)
Br (2.46851, 6.95856, -3.21592)
C (2.86380, 5.22926, -2.54118)
C (3.48497, 5.09901, -1.29393)
C (3.77601, 3.84649, -0.79688)
C (3.42815, 2.68972, -1.51108)
O (3.70702, 1.50758, -1.02499)
C (2.79839, 2.83490, -2.76335)
C (2.37269, 1.70724, -3.55771)
N (2.35415, 0.47889, -3.18101)
C (1.86025, -0.54091, -4.03707)
C (1.53264, -0.36316, -5.35442)
C (1.07147, -1.42683, -6.15186)
C (0.97027, -2.68043, -5.63050)
C (1.32084, -2.90858, -4.28186)
C (1.29649, -4.20295, -3.72028)
C (1.71631, -4.37741, -2.44346)
C (2.09888, -3.25172, -1.69290)
N (2.08520, -2.02608, -2.14667)
C (1.74191, -1.83703, -3.46755)
C (2.54001, 4.12129, -3.27180)
H (3.74474, 5.98771, -0.72912)
H (4.27203, 3.71707, 0.15712)
H (2.01891, 1.97451, -4.54916)
H (1.63408, 0.61090, -5.81506)
H (0.81863, -1.24086, -7.18808)
H (0.64654, -3.51829, -6.24148)
H (0.96217, -5.03668, -4.33003)
H (1.74936, -5.35479, -1.97805)
H (2.42796, -3.39133, -0.68264)
H (2.06570, 4.22685, -4.24327)
S (-1.20346, -1.46786, -0.95777)
C (-1.24228, -1.28700, 0.68871)
N (-2.23878, -0.69588, 1.35567)
C (-2.20549, -0.67433, 2.81276)
C (-1.82471, -2.05357, 3.26869)
N (-0.49169, -2.36368, 2.74699)
C (0.35397, -3.18383, 3.62396)
C (0.72832, -2.46724, 4.89928)
C (1.44819, -1.27598, 4.84748)
C (1.80271, -0.62604, 6.02144)
C (1.44136, -1.15805, 7.25651)
C (0.72158, -2.34430, 7.31272)
C (0.36412, -2.99438, 6.13486)
C (-0.11180, -1.88167, 1.55114)
S (1.48803, -1.90281, 1.06109)
C (-3.29731, 0.08970, 0.69825)
C (-4.61910, -0.66072, 0.64364)
C (-5.54851, -0.51324, 1.67316)
C (-6.72846, -1.25041, 1.67908)
C (-6.99355, -2.14126, 0.64836)
C (-6.08186, -2.28126, -0.39355)
C (-4.90181, -1.54559, -0.39855)
H (-3.19774, -0.42763, 3.18055)
H (-1.48807, 0.06928, 3.17073)
H (-2.56231, -2.77969, 2.91914)
H (-1.77176, -2.09282, 4.35541)
H (1.23652, -3.46748, 3.06841)
H (-0.20465, -4.08931, 3.86707)
H (1.74140, -0.85019, 3.88877)
H (2.36899, 0.29863, 5.96536)
H (1.72518, -0.65192, 8.17402)
H (0.43411, -2.76574, 8.26974)
H (-0.19548, -3.92680, 6.17980)
H (-2.94542, 0.34311, -0.29446)
H (-3.41116, 1.00598, 1.27736)
H (-5.35734, 0.19879, 2.47276)
H (-7.44180, -1.12447, 2.48781)
H (-7.91380, -2.71648, 0.64973)
H (-6.28886, -2.96745, -1.20785)
H (-4.18905, -1.65606, -1.20594)
Se (4.96730, -1.02530, -1.97541)
Se (4.70404, -1.56816, 0.25239)
Se (4.74529, 0.36137, 1.61882)
Se (2.51061, 1.05618, 1.62480)
Br (-1.22900, 4.80279, -4.53310)
C (-0.89294, 4.55425, -2.68288)
C (-0.92958, 5.64510, -1.83127)
C (-0.64305, 5.45597, -0.48434)
C (-0.32967, 4.19283, -0.00219)
C (-0.29398, 3.11461, -0.87495)
C (-0.56985, 3.29165, -2.22578)
C (0.10453, 1.77014, -0.36394)
O (-0.24945, 1.41724, 0.74260)
O (0.82886, 1.03102, -1.19604)
H (-1.16211, 6.62805, -2.21799)
H (-0.65523, 6.30560, 0.18987)
H (-0.10197, 4.02634, 1.04489)
H (-0.53196, 2.44612, -2.90220)

***

2.
ORCA calculation (ωB97M-V/def2-TZVPD) on a molecular structure, C41H32F3N6O4PbSbSeSi at a distorted geometry.

Maximum force = 1.4 eV/A
Frontier orbital gap = 7.835 eV
Charge = +2
Highest occupied orbital energy = -13.4 eV

Geometry (Å):
Pb (-0.09710, 1.20280, 0.89780)
Se (3.11990, 3.96930, 7.79750)
N (3.61940, 2.81370, 6.58800)
C (2.74330, 2.79880, 5.60030)
C (2.81540, 1.93970, 4.45320)
C (3.85190, 1.01930, 4.26520)
C (3.83450, 0.22220, 3.14000)
C (2.75230, 0.31100, 2.27310)
N (1.75000, 1.15840, 2.45550)
C (1.78480, 2.01490, 3.48930)
C (0.75170, 3.02800, 3.59620)
N (-0.07970, 3.18640, 2.55680)
C (-1.03920, 4.09020, 2.62400)
C (-1.25860, 4.87910, 3.74950)
C (-0.40930, 4.74680, 4.82780)
C (0.64710, 3.83220, 4.75120)
C (1.64970, 3.70470, 5.76960)
N (1.69210, 4.41170, 6.88320)
H (4.64620, 0.96250, 4.99320)
H (4.62630, -0.47780, 2.93700)
H (2.69120, -0.29980, 1.38420)
H (-1.66020, 4.19630, 1.74340)
H (-2.07170, 5.58580, 3.76750)
H (-0.52140, 5.34410, 5.71850)
C (0.41870, -2.08790, 3.01240)
C (-0.35900, -2.21850, 1.76820)
N (-0.58010, -1.27470, 0.87970)
C (-1.42530, -1.80190, -0.06510)
C (-1.70380, -3.12220, 0.27310)
N (-1.01230, -3.34600, 1.41980)
C (-2.47110, -4.29040, -0.29420)
O (-3.35480, -4.05400, -1.23660)
O (-2.23630, -5.37460, 0.15960)
C (-1.90370, -1.07420, -1.22660)
O (-2.85810, -1.48070, -1.89640)
O (-1.31160, 0.02310, -1.56420)
H (1.05650, -1.21340, 2.96130)
H (1.01390, -2.98100, 3.18780)
H (-0.26010, -1.96380, 3.85700)
H (-1.02610, -4.23810, 1.90160)
H (-3.40980, -3.11890, -1.53140)
C (2.51960, -1.14970, -3.90820)
Si (3.48610, 0.10490, -2.84010)
C (3.86280, 1.65100, -3.88210)
C (5.04700, -0.67110, -2.09350)
C (2.33590, 0.58830, -1.44400)
C (1.53710, 0.92750, -0.59430)
H (3.10690, -1.46370, -4.76550)
H (1.59860, -0.70650, -4.28480)
H (2.25910, -2.04240, -3.34740)
H (4.64020, 1.43800, -4.60860)
H (4.21760, 2.47180, -3.26730)
H (2.99210, 1.99550, -4.43350)
H (5.83100, -0.75200, -2.84080)
H (4.86060, -1.67040, -1.71120)
H (5.43690, -0.07180, -1.27620)
F (-6.86140, 3.57440, -0.45410)
C (-5.90450, 2.93390, -1.11420)
C (-4.88300, 3.67060, -1.69730)
C (-3.87720, 3.00250, -2.37100)
C (-3.92090, 1.61560, -2.45780)
C (-4.94870, 0.88520, -1.87920)
C (-5.94550, 1.54870, -1.18820)
Sb (-2.23970, 0.61580, -3.35290)
C (-0.83350, 2.13960, -3.87540)
C (-1.00590, 2.75980, -5.10690)
C (-0.18800, 3.81700, -5.45470)
C (0.79640, 4.22800, -4.56550)
F (1.58840, 5.24000, -4.90420)
C (0.97840, 3.60300, -3.34070)
C (0.15000, 2.55110, -2.99120)
C (-2.45830, -0.98300, -4.81060)
C (-3.73650, -1.28890, -5.25740)
C (-3.88520, -2.25720, -6.23480)
C (-2.75520, -2.89340, -6.73290)
F (-2.89190, -3.81160, -7.67770)
C (-1.48020, -2.59470, -6.27230)
C (-1.32780, -1.62030, -5.30030)
H (-4.88290, 4.74600, -1.61370)
H (-3.07510, 3.56630, -2.83080)
H (-4.97420, -0.19320, -1.95310)
H (-6.74410, 1.01340, -0.69940)
H (-1.77630, 2.42320, -5.78540)
H (-0.30650, 4.32110, -6.39960)
H (1.76210, 3.93450, -2.67900)
H (0.30940, 2.03440, -2.05380)
H (-4.60080, -0.77590, -4.85290)
H (-4.85680, -2.51390, -6.62190)
H (-0.63200, -3.11310, -6.69340)
H (-0.33520, -1.37750, -4.93710)